No. 1
Computed, not measured: the ion C16H35O4S with charge +1, with ωB97M-V with the def2-TZVPD basis set.

ORCA input file:
```
! RIJCOSX wB97M-V def2-TZVPD def2/J DEFGRID3
* xyz 1 1
C 0.28619 4.03981 -0.27565
C -0.53124 3.05650 -1.09929
O -0.59001 3.51395 -2.43321
C -1.62424 2.92418 -3.19426
C -1.43659 1.41531 -3.40577
C -2.29828 0.52258 -2.51131
C -2.19948 -0.97726 -2.85216
C -1.87898 -1.88228 -1.66574
S -0.13679 -1.98736 -1.13723
C 0.77878 -0.69653 -2.00243
C 2.29657 -0.88518 -1.85033
C 2.98483 0.05630 -0.85392
C 2.48850 1.49535 -0.88568
O 2.42023 1.92301 -2.23850
C -0.22574 -1.23857 0.51518
O -1.05496 -2.07137 1.24464
C -1.23199 -1.65098 2.61656
C -0.55240 -2.60951 3.58998
O 0.36022 -1.85733 4.35247
C 1.15809 -2.62431 5.26042
C 0.93002 -2.18288 6.70833
H 1.04027 4.49683 -0.92044
H -0.33466 4.83433 0.13660
H 0.80043 3.53699 0.54704
H -1.55106 2.95049 -0.70067
H -0.06424 2.05599 -1.06271
H -2.59508 3.13696 -2.72041
H -1.61105 3.43411 -4.15740
H -1.66028 1.17330 -4.45032
H -0.37138 1.19361 -3.27082
H -3.33731 0.84168 -2.63131
H -2.05041 0.68025 -1.45421
H -3.16056 -1.34067 -3.22480
H -1.49495 -1.13445 -3.67460
H -2.14881 -2.91988 -1.86559
H -2.42226 -1.57162 -0.77059
H 0.42720 0.26348 -1.62131
H 0.47053 -0.77146 -3.04439
H 2.73821 -0.74721 -2.83660
H 2.51698 -1.91745 -1.55943
H 2.92304 -0.31548 0.17504
H 4.04813 0.05255 -1.10702
H 1.50826 1.59414 -0.39892
H 3.18382 2.12227 -0.31673
H 1.71809 2.57819 -2.35166
H 0.80787 -1.21050 0.88496
H -0.61051 -0.21423 0.40682
H -2.30745 -1.57574 2.77980
H -0.79064 -0.66004 2.75874
H -1.29540 -3.10069 4.23111
H -0.04212 -3.39496 3.01392
H 2.20157 -2.48471 4.96653
H 0.92698 -3.68756 5.13796
H 0.13749 -1.43324 6.73597
H 1.82593 -1.73331 7.13747
H 0.63067 -3.01539 7.34587
*
```

Summary:
HOMO level (eV): -12.4
Kohn-Sham gap (Eh): 0.361
Maximum force (eV Å⁻¹): 0.4

=====

No. 2
Computed, not measured: a cluster of 2 separate species, C6H10O in total, with ωB97M-V with the def2-TZVPD basis set.

ORCA input file:
```
! RIJCOSX wB97M-V def2-TZVPD def2/J DEFGRID3
* xyz 0 1
C -1.45984 0.00903 -0.38190
C -0.75793 -0.83462 -1.43942
O 0.48007 -1.14335 -1.16225
C 1.25799 -0.76131 0.02824
C 1.36363 0.71076 0.30011
C 0.43416 1.64526 0.09026
C -0.93458 1.45483 -0.51320
H -1.34468 -0.35558 0.65460
H -2.52867 -0.00742 -0.62187
H 0.06511 -2.91262 1.61144
H -0.19089 -2.98618 0.91668
H 0.85257 -1.29331 0.89209
H 2.24648 -1.18239 -0.18432
H 2.31903 1.02904 0.72441
H 0.70872 2.66309 0.36218
H -0.90728 1.71233 -1.58551
H -1.63720 2.18527 -0.08598
*
```

Summary:
HOMO level (eV): -8.1
Kohn-Sham gap (Eh): 0.330
Maximum force (eV Å⁻¹): 0.6
Relative energy (zero: lowest compared OMol25 entry of this formula, charge and spin) (eV): 4.1226

=====

No. 3
Computed, not measured: a cluster of 2 separate species, C3H4O3 in total at a distorted geometry, with ωB97M-V with the def2-TZVPD basis set.

ORCA input file:
```
! RIJCOSX wB97M-V def2-TZVPD def2/J DEFGRID3
* xyz 0 1
C 0.26676 -0.59844 0.07031
C -1.83402 0.16746 -0.06116
C 1.85866 -0.12805 -0.33007
O 0.10253 -1.50803 0.82077
O -2.38036 -0.39060 -0.93817
O -1.87051 1.17344 0.75708
H 2.04327 0.15444 -1.33206
H 2.60281 -0.98212 -0.11775
H 2.05728 0.70751 0.26186
H -2.84642 1.40438 0.86919
*
```

Summary:
HOMO level (alpha / beta) (eV): -7.8 / -7.8
Kohn-Sham gap (alpha / beta) (Eh): 0.286 / 0.286
Maximum force (eV Å⁻¹): 6.6
Relative energy (zero: lowest compared OMol25 entry of this formula, charge and spin) (eV): 3.9857

=====

No. 4
Computed, not measured: a cluster of 2 separate species, C6H12N2 in total at a distorted geometry, with ωB97M-V with the def2-TZVPD basis set.

ORCA input file:
```
! RIJCOSX wB97M-V def2-TZVPD def2/J DEFGRID3
* xyz 0 1
C 1.88341 -1.37950 0.56806
C 0.85506 -1.95161 1.52443
H 2.65723 -0.81217 1.07223
H 2.23407 -2.18275 -0.08080
H 1.45416 -0.64314 -0.11091
H -0.17497 -1.89938 1.12824
H 0.74075 -1.47022 2.50492
H 0.96792 -3.00867 1.73619
C -2.29267 -0.09525 -1.10844
C -0.56353 1.13599 0.32973
C -1.26182 0.94742 -0.81813
C 0.25713 2.38740 -1.26640
N 0.42862 2.04490 0.02858
N -0.72210 1.72951 -1.82111
H -0.58539 0.55280 1.22808
H 0.90035 2.65365 0.67585
H -2.89770 -0.34689 -0.25214
H -1.78781 -0.97761 -1.53261
H 0.80229 3.09968 -1.85506
H -2.89500 0.21587 -1.95071
*
```

Summary:
HOMO level (eV): -8.7
SMILES: Cc1c[nH]cn1.CC
Kohn-Sham gap (Eh): 0.353
Maximum force (eV Å⁻¹): 1.6
Relative energy (zero: lowest compared OMol25 entry of this formula, charge and spin) (eV): 0.3342

=====

No. 5
Computed, not measured: the molecule C7H8BrCl at a distorted geometry, with ωB97M-V with the def2-TZVPD basis set.

ORCA input file:
```
! RIJCOSX wB97M-V def2-TZVPD def2/J DEFGRID3
* xyz 0 1
C 0.83732 1.88394 0.14397
C 2.23207 1.76977 -0.21221
C -0.08070 0.90914 0.23169
C 2.88842 0.62947 -0.06125
C 0.24353 -0.47288 -0.33016
C 1.21443 -1.27709 0.59533
C -0.97043 -1.39393 -0.36658
Cl 2.06778 -2.69842 0.13629
Br 4.60744 0.10558 -0.14049
H 0.53031 2.86554 0.47658
H 2.90611 2.60234 -0.57742
H -1.07588 0.98015 0.51638
H 0.56467 -0.49658 -1.28750
H 0.94552 -1.19062 1.69925
H -0.59123 -2.44934 -0.80690
H -1.86886 -1.10471 -1.09487
H -1.42956 -1.39917 0.62014
*
```

Summary:
HOMO level (alpha / beta) (eV): -8.4 / -8.0
Kohn-Sham gap (alpha / beta) (Eh): 0.317 / 0.285
Maximum force (eV Å⁻¹): 4.2
Relative energy (zero: lowest compared OMol25 entry of this formula, charge and spin) (eV): 3.5020